No. 1
116
Properties=species:S:1:pos:R:3 method="wB97M-V/def2-TZVPD" s_squared=2.0125 homo_ev="-3.87 / -4.70" charge=-1 gap_ev="6.3034 / 6.4242" spin_multiplicity=3
Pt -0.87 -0.76 -0.63
S 0.85 1.08 -2.06
P -0.60 2.16 -1.20
C -1.37 1.16 -0.04
P -3.02 1.07 0.34
S -3.48 -0.84 0.77
C -4.18 1.72 -0.91
C -4.35 3.10 -1.07
C -5.17 3.60 -2.07
C -5.84 2.72 -2.91
C -5.67 1.35 -2.76
C -4.84 0.85 -1.76
C -3.42 2.06 1.83
C -2.37 2.45 2.66
C -2.64 3.11 3.86
C -3.95 3.38 4.23
C -4.99 3.00 3.40
C -4.73 2.33 2.21
C 0.07 3.66 -0.40
C -0.71 4.36 0.51
C -0.22 5.48 1.16
C 1.08 5.90 0.91
C 1.88 5.21 0.01
C 1.37 4.09 -0.64
C -1.62 2.86 -2.55
C -1.60 4.21 -2.89
C -2.33 4.67 -3.98
C -3.09 3.78 -4.73
C -3.12 2.44 -4.39
C -2.39 1.98 -3.30
H -3.84 3.79 -0.41
H -5.29 4.67 -2.19
H -6.48 3.10 -3.70
H -6.19 0.66 -3.42
H -4.70 -0.21 -1.63
H -1.35 2.22 2.36
H -1.82 3.41 4.50
H -4.15 3.90 5.16
H -6.02 3.21 3.68
H -5.55 2.02 1.57
H -1.72 4.02 0.72
H -0.84 6.01 1.87
H 1.48 6.77 1.42
H 2.89 5.53 -0.18
H 1.99 3.53 -1.34
H -1.01 4.91 -2.31
H -2.30 5.72 -4.25
H -3.65 4.14 -5.58
H -3.72 1.74 -4.96
H -2.42 0.93 -3.03
C 3.06 -4.06 -1.22
Sb 2.18 -2.09 -1.05
C 0.11 -2.56 -0.64
C -0.27 -3.69 0.26
C -1.25 -3.52 1.25
C -1.62 -4.59 2.04
C -1.02 -5.83 1.83
C -0.06 -5.91 0.83
N 0.32 -4.88 0.07
Si -0.88 -2.75 -2.36
C -0.15 -4.35 -3.07
C -0.62 -1.63 -3.84
C -2.68 -3.22 -2.13
C 3.18 -1.41 0.88
C 2.19 -0.58 1.69
C 2.56 0.52 2.49
C 1.60 1.15 3.25
C 0.29 0.70 3.22
C 0.01 -0.38 2.40
N 0.93 -1.01 1.68
Si 3.72 -2.76 2.08
C 5.16 -3.79 1.45
C 4.31 -2.02 3.70
C 2.31 -3.87 2.56
Si 4.68 -0.44 0.22
C 4.21 1.24 -0.43
C 6.07 -0.15 1.47
C 5.53 -1.38 -1.16
H 2.46 -4.59 -1.96
H 3.04 -4.63 -0.30
H 4.08 -3.95 -1.59
H -1.70 -2.55 1.38
H -2.37 -4.47 2.81
H -1.27 -6.70 2.42
H 0.45 -6.85 0.64
H 0.82 -4.16 -3.53
H -0.83 -4.72 -3.84
H -0.02 -5.12 -2.31
H 0.41 -1.72 -4.19
H -0.81 -0.58 -3.68
H -1.28 -2.01 -4.63
H -2.74 -4.23 -1.71
H -3.17 -3.24 -3.11
H -3.23 -2.54 -1.47
H 3.58 0.87 2.51
H 1.88 2.00 3.87
H -0.50 1.17 3.80
H -1.01 -0.76 2.30
H 6.08 -3.21 1.42
H 4.99 -4.21 0.46
H 5.31 -4.63 2.14
H 5.12 -1.30 3.59
H 4.67 -2.84 4.33
H 3.48 -1.53 4.23
H 1.95 -4.48 1.73
H 1.46 -3.27 2.90
H 2.62 -4.53 3.38
H 3.58 1.81 0.26
H 3.65 1.14 -1.36
H 5.12 1.82 -0.63
H 5.83 0.61 2.22
H 6.94 0.20 0.91
H 6.37 -1.05 2.01
H 4.93 -1.40 -2.08
H 5.77 -2.41 -0.88
H 6.47 -0.87 -1.39



No. 2
7
Properties=species:S:1:pos:R:3 method="wB97M-V/def2-TZVPD" s_squared=2.0089 homo_ev="-5.94 / -9.86" gap_ev="6.5050 / 7.4894" spin_multiplicity=3 relative_energy_kcal_mol=19.94
N 0.59 1.30 0.20
N 0.54 -0.98 -0.17
S -0.42 0.18 -0.65
Cl -2.28 -0.17 0.34
H 0.21 2.26 -0.07
H 0.31 -1.99 -0.32
H 1.05 -0.62 0.67



No. 3
63
Properties=species:S:1:pos:R:3 method="wB97M-V/def2-TZVPD" homo_ev=-13.09 charge=+2 gap_ev=7.4436 relative_energy_kcal_mol=0.00
Hf -0.14 -4.37 -0.37
C 4.37 -4.15 -0.98
C 4.85 -4.28 0.32
C 3.96 -4.33 1.37
C 2.59 -4.27 1.13
N 2.15 -4.13 -0.14
C 3.01 -4.08 -1.16
C 1.55 -4.36 2.18
C 1.90 -4.44 3.53
C 0.93 -4.56 4.50
C -0.41 -4.61 4.15
C -0.77 -4.54 2.81
C 0.19 -4.42 1.81
H 5.04 -4.13 -1.83
H 5.91 -4.35 0.50
H 4.33 -4.45 2.38
H 2.58 -4.00 -2.16
H 2.94 -4.42 3.84
H 1.22 -4.62 5.54
H -1.17 -4.71 4.92
H -1.83 -4.61 2.56
C -4.57 2.06 -1.73
C -4.19 1.52 -0.36
N -3.08 0.54 -0.43
C -3.37 -0.75 -0.42
C -2.45 -1.76 -0.54
C -3.00 -3.17 -0.48
O -4.17 -3.35 -0.27
O -2.11 -4.12 -0.69
C -1.09 -1.43 -0.68
O -0.12 -2.28 -0.79
C -0.76 -0.02 -0.67
C 0.58 0.38 -0.79
C 0.88 1.71 -0.80
F 2.16 2.10 -0.97
C -0.10 2.71 -0.68
C -1.42 2.31 -0.56
C -1.77 0.95 -0.57
N 0.28 4.05 -0.72
C -0.62 5.08 -1.20
C 0.18 6.11 -1.98
N 1.29 6.65 -1.12
C 2.18 5.56 -0.57
C 1.30 4.57 0.17
H -5.39 2.76 -1.63
H -4.89 1.25 -2.39
H -3.73 2.57 -2.21
H -5.04 1.00 0.09
H -3.91 2.30 0.34
H -4.42 -1.03 -0.30
H 1.36 -0.36 -0.90
H -2.19 3.07 -0.45
H -1.16 5.57 -0.38
H -1.36 4.65 -1.87
H -0.44 6.96 -2.29
H 0.64 5.66 -2.86
H 0.90 7.18 -0.34
H 1.85 7.31 -1.67
H 2.91 6.03 0.07
H 2.67 5.09 -1.42
H 0.84 5.06 1.04
H 1.92 3.76 0.55
Cl 0.25 -6.43 -1.43



No. 4
21
Properties=species:S:1:pos:R:3 method="wB97M-V/def2-TZVPD" s_squared=1.7601 homo_ev="-19.73 / -19.55" charge=+2 gap_ev="5.9030 / 6.2312" spin_multiplicity=2 relative_energy_kcal_mol=157.31
C 2.26 -0.14 -0.93
C 1.58 -1.48 -0.72
C 0.78 -1.60 0.56
C -0.62 -0.74 0.53
O -0.41 0.42 -0.06
N -3.20 1.36 -0.61
H 1.95 0.37 -1.83
H 1.90 0.55 -0.17
H 3.31 -0.20 -0.86
H 2.32 -2.30 -0.71
H 1.38 -1.22 1.41
H 0.56 -2.63 0.70
H -0.98 -0.57 1.54
H -1.29 -1.39 -0.08
H -0.35 1.46 1.01
H -3.34 2.18 -1.11
H 0.88 -1.67 -1.54
H -2.25 0.96 -0.77
H -0.61 2.99 1.49
H -3.55 1.55 0.35
O -0.31 2.10 1.78



No. 5
36
Properties=species:S:1:pos:R:3 method="wB97M-V/def2-TZVPD" s_squared=0.7591 homo_ev="-3.71 / -3.46" charge=-1 gap_ev="6.1872 / 5.9389" spin_multiplicity=2 relative_energy_kcal_mol=22.88
Ag -0.18 -0.58 0.19
P -0.90 -3.11 0.32
O -0.77 -2.35 -1.02
O 0.41 -3.12 1.08
O -2.05 -4.18 0.45
O -1.65 -1.91 0.96
C 1.35 2.10 1.48
O 0.51 1.60 0.49
H 0.68 2.39 2.28
H 2.03 1.29 1.72
H 1.93 2.93 1.06
H 0.39 2.28 -0.18
C -2.61 1.42 -0.92
O -2.20 0.55 0.15
H -2.86 0.76 -1.75
H -3.52 1.97 -0.67
H -1.82 2.12 -1.21
H -2.99 0.03 0.33
C 3.07 -0.50 -0.88
O 1.98 -1.16 -0.18
H 3.07 0.57 -0.68
H 4.06 -0.90 -0.67
H 2.84 -0.54 -1.94
H 2.17 -2.10 -0.08
C -0.16 0.86 -3.29
O -0.27 0.02 -2.20
H 0.76 1.44 -3.23
H 0.10 0.24 -4.15
H -0.96 1.57 -3.44
H -0.12 -0.86 -2.57
C -0.60 -0.20 3.22
O 0.46 -0.72 2.48
H -0.95 -0.99 3.89
H -0.25 0.60 3.87
H -1.45 0.15 2.63
H 0.47 -1.68 2.46



No. 6
85
Properties=species:S:1:pos:R:3 method="wB97M-V/def2-TZVPD" homo_ev=-1.52 charge=-2 gap_ev=5.4751 relative_energy_kcal_mol=26.50
Cd 0.87 1.41 0.13
O -2.60 1.39 0.61
C -2.68 2.71 1.07
C -1.49 3.13 1.94
N -0.22 3.30 1.23
C -0.33 4.24 0.13
C -0.91 3.57 -1.15
O -1.61 4.25 -1.89
O -0.62 2.35 -1.29
C 0.81 3.71 2.17
C 2.25 3.66 1.55
O 3.05 4.49 1.96
O 2.47 2.76 0.70
H -1.81 1.33 0.05
H -3.59 2.78 1.67
H -2.79 3.41 0.23
H -1.33 2.36 2.71
H -1.76 4.07 2.46
H 0.67 4.59 -0.14
H -0.94 5.12 0.40
H 0.82 3.02 3.02
H 0.63 4.73 2.55
F -1.31 0.11 -10.24
C -1.14 0.50 -8.95
C -1.71 -0.22 -7.90
F -2.41 -1.35 -8.18
C -1.57 0.21 -6.60
F -2.14 -0.54 -5.63
C -0.86 1.37 -6.25
Se -0.72 2.01 -4.52
C -0.27 2.05 -7.34
F 0.46 3.16 -7.09
C -0.40 1.65 -8.65
F 0.17 2.35 -9.66
N 0.09 0.10 1.45
P 0.08 -1.07 2.40
C 1.25 -2.46 2.07
C 1.26 -2.99 0.78
C 2.22 -3.90 0.39
C 3.22 -4.27 1.28
C 3.25 -3.72 2.55
C 2.27 -2.82 2.94
C -1.59 -1.83 2.53
C -2.00 -3.06 2.04
C -3.35 -3.36 1.95
C -4.30 -2.45 2.40
C -3.90 -1.23 2.91
C -2.56 -0.91 2.94
C 0.47 -0.63 4.16
C -0.24 -0.99 5.30
C 0.04 -0.39 6.52
C 1.02 0.59 6.61
C 1.74 0.95 5.48
C 1.46 0.35 4.27
H 0.49 -2.66 0.08
H 2.20 -4.33 -0.61
H 3.99 -4.96 0.97
H 4.04 -3.99 3.24
H 2.29 -2.39 3.93
H -1.27 -3.79 1.72
H -3.67 -4.30 1.53
H -5.35 -2.70 2.33
H -4.63 -0.52 3.27
H -2.22 0.06 3.28
H -1.00 -1.75 5.23
H -0.52 -0.67 7.40
H 1.21 1.08 7.55
H 2.52 1.70 5.55
H 1.98 0.63 3.36
C 3.79 -2.09 -2.42
N 2.41 -1.68 -2.37
C 1.45 -2.25 -3.13
C 0.17 -1.82 -3.08
C -0.12 -0.67 -2.27
N 0.84 -0.15 -1.52
C 2.09 -0.63 -1.49
O 2.96 -0.20 -0.75
N -1.32 -0.12 -2.23
H 3.89 -2.95 -3.07
H 4.12 -2.33 -1.40
H 4.41 -1.27 -2.79
H 1.76 -3.05 -3.79
H -0.60 -2.25 -3.70
H -2.00 -0.41 -2.91
H -1.33 0.87 -1.96



No. 7
20
Properties=species:S:1:pos:R:3 method="wB97M-V/def2-TZVPD" homo_ev="-5.40 / -5.40" gap_ev="5.7177 / 5.7167" relative_energy_kcal_mol=70.52
C -1.21 1.96 0.91
C -1.90 -1.21 0.96
C 0.62 -1.27 -1.01
C -0.85 2.00 2.35
C 0.01 0.14 0.83
N -0.74 1.01 0.19
N 1.05 -2.60 -1.15
N 0.28 -0.48 -2.04
N 0.66 -0.84 0.24
O -2.44 -0.52 1.74
O -1.65 -2.02 0.20
S 0.30 0.57 2.58
H -1.95 2.58 0.48
H -0.18 2.86 2.60
H -1.85 1.89 2.97
H 0.88 -3.14 -2.08
H 0.66 -3.11 -0.40
H 0.17 -0.84 -2.95
H -0.18 0.35 -1.88
H 1.03 -1.70 0.82



No. 8
11
Properties=species:S:1:pos:R:3 method="wB97M-V/def2-TZVPD" homo_ev=-10.04 smiles="N#CC(=S)C(=O)CO" gap_ev=7.6099 relative_energy_kcal_mol=86.84
C 0.83 0.78 0.85
C -0.49 0.53 0.13
C -0.62 -0.26 -1.17
C -1.77 -1.24 -1.19
H 2.38 -0.39 0.32
H 1.31 1.58 0.34
H 0.50 1.02 1.93
N -2.80 -1.88 -0.82
O 1.64 -0.37 0.98
O -1.56 0.73 0.78
S 0.58 -0.51 -2.15



No. 9
20
Properties=species:S:1:pos:R:3 method="wB97M-V/def2-TZVPD" homo_ev=-7.59 gap_ev=8.3728 relative_energy_kcal_mol=128.70
C 2.86 0.69 0.52
N 1.52 0.73 -0.05
N 1.08 -0.97 -0.41
N 0.62 1.21 0.79
H 0.72 0.90 1.77
H -0.36 0.92 0.44
H 1.46 -1.19 -1.32
H 1.43 -1.62 0.29
H 3.21 1.71 0.61
H 2.88 0.21 1.51
H 3.51 0.15 -0.16
C -2.30 0.24 -1.42
C -1.59 -0.33 -0.22
C -2.27 -0.87 0.79
H -0.20 -0.79 -0.39
H -2.04 1.29 -1.56
H -3.39 0.17 -1.34
H -1.99 -0.28 -2.34
H -3.37 -0.89 0.82
H -1.78 -1.28 1.66